A 2-piece molecular cluster, C27H29N2O overall at a distorted geometry. Source: OMol25; level of theory: ωB97M-V/def2-TZVPD.

Calculated values
- Highest occupied orbital energy: -11.153 eV
- Gap between HOMO and LUMO: 6.63 eV

Structure (ORCA input):
```
! wB97M-V def2-TZVPD RIJCOSX def2/J DEFGRID3
* xyz 1 1
C 1.274 3.054 -1.388
C 0.053 2.360 -1.982
C -0.195 2.695 -3.440
N -0.695 1.641 -1.228
C -2.088 1.379 -1.698
C -3.035 0.868 -0.643
C -4.003 1.743 -0.132
C -4.874 1.316 0.870
C -4.802 -0.005 1.332
C -3.890 -0.899 0.757
C -3.005 -0.468 -0.231
H 1.873 3.515 -2.182
H 0.927 3.830 -0.689
H 1.883 2.346 -0.815
H 0.681 3.173 -3.874
H -0.435 1.798 -4.029
H -1.042 3.394 -3.522
H -2.564 2.291 -2.108
H -2.055 0.644 -2.522
H -4.058 2.759 -0.532
H -5.614 2.006 1.281
H -5.460 -0.336 2.138
H -3.866 -1.938 1.095
H -2.283 -1.156 -0.681
C 5.598 -2.174 -3.486
O 5.768 -1.228 -2.410
C 4.675 -0.854 -1.689
C 3.366 -1.338 -1.944
C 2.328 -0.928 -1.124
C 2.531 0.022 -0.095
C 1.428 0.450 0.739
C 0.598 -0.454 1.394
C -0.475 -0.127 2.333
C -0.962 1.062 2.851
C -2.047 0.996 3.738
C -2.656 -0.221 4.077
C -2.166 -1.432 3.568
C -1.080 -1.342 2.713
N -0.409 -2.381 2.051
C -0.741 -3.787 2.148
C 0.596 -1.870 1.293
C 3.839 0.549 0.095
C 4.900 0.089 -0.649
H 6.605 -2.308 -3.889
H 5.209 -3.136 -3.119
H 4.930 -1.768 -4.261
H 3.181 -2.040 -2.765
H 1.319 -1.314 -1.281
H 1.303 1.509 0.977
H -0.503 2.007 2.560
H -2.440 1.912 4.170
H -3.517 -0.240 4.750
H -2.604 -2.396 3.818
H -1.600 -3.917 2.818
H -1.004 -4.197 1.157
H 0.123 -4.349 2.543
H 1.269 -2.517 0.723
H 3.992 1.288 0.880
H 5.918 0.425 -0.460
*
```

Löwdin population analysis, charges in e, atoms 1 to 5:
1. C -0.027
2. C -0.386
3. C -0.035
4. N 0.094
5. C -0.177